Entry 1:
Entry from the Open Molecules 2025 dataset: a single C10H18N4S molecule at a distorted geometry (ωB97M-V with the def2-TZVPD basis set).

Output
**HOMO level**: -7.907 eV
**Strongest force on any atom**: 0.0448 Eh/bohr
**SMILES**: CCCNC(=S)NCCCn1ccnc1
**Molar mass**: 226.3 g/mol

ORCA input file:
```
! RIJCOSX wB97M-V def2-TZVPD def2/J DEFGRID3
* xyz 0 1
C 2.72 -2.47 -0.60
C 2.69 -0.94 -0.51
C 2.13 -0.43 0.80
C 1.16 1.80 0.34
C -0.89 1.85 -1.04
C -2.10 2.15 -0.13
C -3.06 0.99 -0.04
C -2.14 -1.35 -0.52
C -1.33 -2.18 0.19
C -1.70 -0.54 1.49
H 3.07 -2.80 -1.56
H 1.72 -2.87 -0.44
H 3.33 -2.86 0.22
H 3.70 -0.53 -0.62
H 2.13 -0.51 -1.38
H 2.82 -0.80 1.55
H 1.19 -0.87 1.11
H 2.91 1.47 1.31
H 0.16 0.19 -0.34
H -1.12 1.20 -1.91
H -0.43 2.79 -1.41
H -1.71 2.44 0.87
H -2.64 3.05 -0.54
H -3.41 0.77 -1.09
H -3.93 1.19 0.64
H -2.69 -1.45 -1.45
H -0.91 -3.17 -0.07
H -1.75 0.12 2.36
N 2.07 1.00 0.91
N 0.20 1.18 -0.37
N -2.36 -0.27 0.34
N -1.09 -1.70 1.46
S 1.24 3.51 0.42
*
```

=====

Entry 2:
Entry from the Open Molecules 2025 dataset: a gas-phase ion, C10H18NO (charge -1) at a distorted geometry (ωB97M-V with the def2-TZVPD basis set).

Output
**HOMO level**: -1.269 eV
**Strongest force on any atom**: 0.0913 Eh/bohr
**SMILES**: CC1=C(N[O-])C[C@H](C(C)C)CC1
**Molar mass**: 168.3 g/mol

ORCA input file:
```
! RIJCOSX wB97M-V def2-TZVPD def2/J DEFGRID3
* xyz -1 1
C -0.14 -1.38 0.81
C -0.94 -1.89 -0.52
C 0.83 0.30 -0.89
C 0.33 0.00 0.52
C -1.37 -0.81 -1.39
C -0.39 0.09 -1.81
C 1.41 0.49 1.56
C -2.77 -0.94 -1.91
C 1.73 1.99 1.35
C 1.10 0.32 3.00
N -0.40 0.81 -2.94
O 0.16 1.96 -3.38
H -0.83 -1.55 1.65
H 0.73 -2.07 0.99
H -0.25 -2.58 -0.97
H -1.83 -2.29 -0.11
H 1.14 1.29 -0.94
H 1.65 -0.23 -1.17
H -0.58 0.60 0.54
H 2.19 -0.07 1.30
H -2.91 -0.18 -2.71
H -3.44 -0.76 -1.13
H -2.89 -1.86 -2.45
H 2.53 2.13 0.57
H 2.24 2.42 2.33
H 0.90 2.57 1.06
H 0.26 1.08 3.33
H 1.99 0.52 3.53
H 0.86 -0.65 3.30
H -1.29 0.67 -3.53
*
```

=====

Entry 3:
Entry from the Open Molecules 2025 dataset: a molecular structure, C10H18NP2 at a distorted geometry (ωB97M-V with the def2-TZVPD basis set).

Output
**HOMO level**: -12.565 eV
**Strongest force on any atom**: 0.0782 Eh/bohr
**Molar mass**: 214.2 g/mol

ORCA input file:
```
! RIJCOSX wB97M-V def2-TZVPD def2/J DEFGRID3
* xyz 1 1
C -2.41 4.48 -0.33
C -1.74 -1.98 -1.30
C 1.09 1.70 1.22
C -0.25 -1.92 -1.29
C 1.63 0.29 1.46
C -2.31 -1.88 0.07
C 1.45 2.16 -0.16
C 0.11 -0.65 -0.54
C 1.49 -0.48 0.16
C 2.10 -1.83 0.21
N -1.67 3.62 -0.45
P -1.28 -0.52 0.88
P 1.86 0.73 -1.32
H -2.86 5.43 -0.18
H -2.05 -1.15 -1.89
H -2.11 -2.87 -1.77
H -0.02 1.61 1.51
H 1.59 2.30 2.04
H 0.10 -2.68 -0.55
H 0.18 -1.97 -2.27
H 2.57 0.19 2.01
H 0.89 -0.01 2.38
H -3.35 -1.66 0.10
H -2.24 -2.83 0.79
H 0.45 2.67 -0.47
H 2.19 2.90 -0.27
H -0.21 0.14 -1.28
H 1.58 -2.44 0.87
H 3.03 -1.78 0.77
H 2.13 -2.20 -0.77
H -1.93 0.66 0.36
*
```

=====

Entry 4:
Entry from the Open Molecules 2025 dataset: a molecular structure, C10H18O5 at a distorted geometry (ωB97M-V with the def2-TZVPD basis set).

Output
**HOMO level**: -8.835 eV
**Strongest force on any atom**: 0.2481 Eh/bohr
**Molar mass**: 218.2 g/mol

ORCA input file:
```
! RIJCOSX wB97M-V def2-TZVPD def2/J DEFGRID3
* xyz 0 1
C 0.34 -1.30 -0.63
C -0.49 -1.53 -1.87
C -2.00 -1.94 -1.61
O -2.70 -1.10 -2.41
C -1.96 -0.02 -2.78
O -2.32 0.97 -3.39
O -0.63 -0.26 -2.48
H 1.23 -0.71 -0.88
H 0.70 -2.19 -0.12
H -0.12 -0.62 0.08
H -0.04 -2.12 -2.67
H -2.51 -1.77 -0.66
H -2.07 -3.01 -1.80
C -0.18 0.41 1.77
C -1.62 0.22 1.93
O -2.27 -0.68 1.41
C -2.36 1.07 3.01
H 0.34 -0.08 2.60
H 0.08 1.46 1.83
H 0.35 -0.07 0.95
H -3.39 0.95 2.67
H -2.10 2.12 2.89
H -2.30 0.67 4.03
C 1.35 0.42 0.02
C 2.67 1.32 0.32
O 2.65 2.06 1.32
C 3.82 1.28 -0.68
H 0.44 0.63 0.58
H 1.71 -0.60 0.11
H 1.10 0.59 -1.02
H 4.51 2.02 -0.28
H 3.44 1.46 -1.69
H 4.31 0.32 -0.54
*
```

=====

Entry 5:
Entry from the Open Molecules 2025 dataset: a single C10H18O6Si molecule at a distorted geometry (ωB97M-V with the def2-TZVPD basis set).

Output
**HOMO level**: -10.007 eV
**Strongest force on any atom**: 0.0580 Eh/bohr
**SMILES**: CCCC[Si](OC(C)=O)(OC(C)=O)OC(C)=O
**Molar mass**: 262.3 g/mol

ORCA input file:
```
! RIJCOSX wB97M-V def2-TZVPD def2/J DEFGRID3
* xyz 0 1
O 1.40 -2.13 1.99
O -1.69 1.98 -0.45
O 0.26 -0.86 -2.71
O 1.70 0.07 1.52
O 0.60 1.77 -0.27
O 1.95 -0.42 -1.20
C 1.96 -1.08 2.17
C -0.56 2.42 -0.55
C 1.41 -0.67 -2.42
C 3.08 -0.92 3.21
C -0.38 3.82 -1.02
C 2.39 -0.73 -3.56
C -3.64 -0.74 0.07
C -2.79 -1.16 1.25
C -1.45 -0.46 1.22
C -0.63 -0.88 0.02
Si 0.95 0.16 0.02
H 2.78 -1.41 4.15
H 3.97 -1.38 2.79
H 3.27 0.11 3.43
H -0.12 3.82 -2.07
H 0.38 4.26 -0.40
H -1.29 4.36 -0.85
H 3.14 0.07 -3.47
H 1.84 -0.54 -4.48
H 2.89 -1.70 -3.61
H -3.15 -1.02 -0.88
H -4.62 -1.27 0.13
H -3.75 0.34 0.07
H -3.32 -0.91 2.17
H -2.64 -2.25 1.25
H -0.87 -0.67 2.14
H -1.63 0.63 1.19
H -1.11 -0.69 -0.93
H -0.32 -1.93 0.09
*
```

=====

Entry 6:
Entry from the Open Molecules 2025 dataset: 2 unconnected molecules or ions with the total composition C10H18OS at a distorted geometry (ωB97M-V with the def2-TZVPD basis set).

Output
**HOMO level**: -8.991 eV
**Strongest force on any atom**: 0.1073 Eh/bohr
**Molar mass**: 186.3 g/mol

ORCA input file:
```
! RIJCOSX wB97M-V def2-TZVPD def2/J DEFGRID3
* xyz 0 1
C -2.85 -2.21 -2.85
C -2.36 -1.25 -2.12
C 1.22 -2.82 -4.13
C 1.18 2.95 3.04
C -0.55 -2.25 -0.74
C 1.22 1.65 2.23
C -0.11 1.59 1.30
C 0.11 0.35 0.52
C -1.17 0.11 -0.22
C -1.29 -1.21 -1.10
O 2.38 -4.89 -3.30
S 2.48 -3.49 -3.27
H -3.68 -1.88 -3.43
H -2.78 -3.23 -2.58
H -2.57 -0.23 -2.50
H 0.57 -3.49 -4.78
H 1.97 3.03 3.74
H 0.32 3.06 3.76
H 0.98 3.81 2.44
H -0.56 -3.19 -1.30
H 0.39 -2.09 -0.09
H 1.29 0.81 2.86
H 1.99 1.71 1.56
H -0.93 1.30 1.93
H -0.14 2.49 0.76
H 0.21 -0.39 1.33
H 0.91 0.33 -0.32
H -1.35 1.00 -0.79
H 1.18 -1.76 -4.23
H -1.98 0.05 0.49
*
```

=====

Entry 7:
Entry from the Open Molecules 2025 dataset: a molecular structure, C10H19BN4O11P2ReS2Se4Te at a distorted geometry (ωB97M-V with the def2-TZVPD basis set).

Output
**HOMO level (spin up / spin down)**: -1.176 / -1.231 eV
**⟨S²⟩**: 0.774
**Strongest force on any atom**: 0.0959 Eh/bohr
**Molar mass**: 1137.8 g/mol

ORCA input file:
```
! RIJCOSX wB97M-V def2-TZVPD def2/J DEFGRID3
* xyz -2 2
Re 1.00 -1.28 -0.19
C 4.57 1.81 0.99
N 3.35 1.81 1.75
C 3.28 1.97 3.10
C 1.96 2.01 3.43
N 1.22 1.87 2.30
B -0.29 2.21 2.26
N -1.23 0.95 2.20
C -2.58 1.08 2.19
C -3.15 -0.15 2.23
N -2.13 -1.06 2.26
C -2.26 -2.49 2.36
C -0.98 -0.36 2.21
S 0.53 -1.13 2.27
C 2.08 1.71 1.29
S 1.76 1.29 -0.36
H 5.39 1.94 1.69
H 4.55 2.61 0.25
H 4.71 0.84 0.48
H 4.16 1.98 3.70
H 1.49 2.13 4.38
H -0.56 2.72 3.32
H -0.53 2.90 1.33
H -3.03 2.05 2.13
H -4.18 -0.46 2.22
H -3.11 -2.73 3.01
H -1.34 -2.90 2.78
H -2.44 -2.95 1.38
C -2.37 0.67 -3.82
C -1.12 0.71 -2.95
O -0.46 1.95 -3.13
P 0.08 -0.60 -3.39
O -0.24 -1.77 -4.39
O 1.02 0.20 -4.43
O 1.01 -1.02 -2.29
P -1.53 0.61 -1.13
O -3.04 0.04 -0.93
O -1.58 2.06 -0.77
O -0.63 -0.24 -0.31
H -2.09 0.86 -4.86
H -3.06 1.45 -3.48
H -2.85 -0.30 -3.74
H -0.68 2.44 -2.29
H -0.31 -2.60 -3.86
H 1.08 1.13 -4.21
H -3.60 0.81 -0.94
Se 3.15 -1.39 0.63
Se 4.58 -1.39 2.35
Te 4.27 -4.19 -0.64
Se 1.93 -3.25 -0.96
O -2.42 -3.77 -1.12
Se -1.17 -2.89 -1.49
O -0.17 -3.66 -2.49
O -0.43 -2.69 -0.05
O -1.61 -1.55 -2.27
*
```

=====

Entry 8:
Entry from the Open Molecules 2025 dataset: a single C10H19BO2 molecule at a distorted geometry (ωB97M-V with the def2-TZVPD basis set).

Output
**HOMO level**: -8.773 eV
**Strongest force on any atom**: 0.0904 Eh/bohr
**SMILES**: CC(C)/C=C/C(C)(C)B1OCCO1
**Molar mass**: 182.1 g/mol

ORCA input file:
```
! RIJCOSX wB97M-V def2-TZVPD def2/J DEFGRID3
* xyz 0 1
B 0.19 -1.83 -1.44
C -0.28 1.40 0.46
C -0.54 0.12 0.11
C 2.03 -3.03 -1.68
C 1.00 -3.82 -0.79
C 0.31 0.89 2.94
C 0.54 3.19 1.92
C -2.18 -0.82 -1.39
C -0.35 0.78 -2.29
C -0.29 1.90 1.91
C -0.69 -0.34 -1.30
O 1.19 -2.14 -2.33
O 0.12 -2.81 -0.48
H -0.47 2.19 -0.25
H -0.49 -0.66 0.81
H 2.68 -2.38 -1.00
H 2.46 -3.54 -2.49
H 0.49 -4.58 -1.34
H 1.41 -4.41 0.14
H 1.23 0.55 2.52
H -0.31 0.01 3.13
H 0.50 1.40 3.87
H 1.15 3.21 1.01
H -0.01 4.11 1.74
H 0.97 3.22 2.89
H -2.23 -1.32 -2.32
H -2.69 0.23 -1.42
H -2.43 -1.29 -0.48
H -0.79 1.85 -2.09
H 0.67 1.17 -2.32
H -0.68 0.37 -3.23
H -1.27 2.13 2.13
*
```

=====

Entry 9:
Entry from the Open Molecules 2025 dataset: 2 unconnected molecules or ions with the total composition C10H19BrOSi at a distorted geometry (ωB97M-V with the def2-TZVPD basis set).

Output
**HOMO level (spin up / spin down)**: -6.268 / -6.266 eV
**Strongest force on any atom**: 0.1034 Eh/bohr
**Molar mass**: 263.3 g/mol

ORCA input file:
```
! RIJCOSX wB97M-V def2-TZVPD def2/J DEFGRID3
* xyz 0 1
C -1.49 3.03 2.26
C -1.14 3.20 1.11
C -1.78 2.40 3.52
C 1.02 -2.82 -0.41
C 2.35 -0.95 0.17
C -0.08 -1.25 1.18
C -1.63 -0.75 -1.54
C 1.09 -0.66 -3.02
C -0.69 3.71 -0.04
C 0.92 -1.41 0.09
O 0.28 1.35 -1.13
Si 0.14 -0.10 -1.56
Br -0.02 5.36 0.00
H -0.95 1.85 3.98
H -2.22 3.20 4.20
H -2.56 1.63 3.44
H 1.42 -2.91 -1.50
H 1.58 -3.55 0.19
H -0.08 -3.13 -0.51
H 2.32 0.11 0.38
H 2.90 -1.43 -0.69
H 2.89 -1.29 1.13
H -0.32 -0.19 1.42
H -1.06 -1.79 0.93
H 0.27 -1.92 2.08
H -1.99 -0.56 -2.56
H -1.81 -1.83 -1.43
H -2.04 -0.12 -0.82
H 2.16 -0.44 -2.87
H 0.86 -1.70 -3.42
H 0.60 0.02 -3.79
H -0.93 2.95 -0.79
*
```

=====

Entry 10:
Entry from the Open Molecules 2025 dataset: a molecular structure, C10H19Cl4CrO9 at a distorted geometry (ωB97M-V with the def2-TZVPD basis set).

Output
**HOMO level (spin up / spin down)**: -12.825 / -12.933 eV
**⟨S²⟩**: 6.013
**Strongest force on any atom**: 0.0530 Eh/bohr
**Molar mass**: 477.1 g/mol

ORCA input file:
```
! RIJCOSX wB97M-V def2-TZVPD def2/J DEFGRID3
* xyz 1 5
Cr -9.34 14.75 -1.01
Cl -10.90 15.31 0.83
C -7.83 15.49 2.95
O -6.93 14.45 2.59
C -7.12 13.80 1.49
O -7.93 14.11 0.62
O -6.25 12.83 1.39
C -6.31 12.02 0.22
H -7.45 16.50 2.76
H -8.04 15.47 4.02
H -8.78 15.37 2.42
H -5.40 11.43 0.22
H -6.37 12.62 -0.69
H -7.21 11.41 0.20
C -9.34 18.71 0.58
O -7.93 18.47 0.54
C -7.55 17.47 -0.20
O -8.30 16.69 -0.77
O -6.25 17.35 -0.13
C -5.64 16.28 -0.86
H -9.87 17.87 1.05
H -9.78 18.78 -0.41
H -9.58 19.58 1.18
H -6.09 15.32 -0.61
H -4.58 16.28 -0.64
H -5.84 16.45 -1.92
C -13.31 15.17 -2.11
O -12.74 15.80 -3.26
C -11.45 15.93 -3.32
O -10.70 15.59 -2.41
O -11.11 16.46 -4.44
C -9.71 16.62 -4.77
H -14.36 15.42 -2.08
H -12.87 15.47 -1.16
H -13.25 14.09 -2.19
H -9.56 16.14 -5.73
H -9.12 16.22 -3.95
H -9.53 17.69 -4.86
C -10.62 13.17 3.60
Cl -12.17 12.51 4.08
Cl -9.72 11.99 2.66
Cl -9.65 13.63 5.04
H -10.81 14.09 3.05
*
```

=====

Entry 11:
Entry from the Open Molecules 2025 dataset: a molecular structure, C10H19F6NSTa at a distorted geometry (ωB97M-V with the def2-TZVPD basis set).

Output
**HOMO level**: -4.664 eV
**Strongest force on any atom**: 0.0463 Eh/bohr
**Molar mass**: 480.3 g/mol

ORCA input file:
```
! RIJCOSX wB97M-V def2-TZVPD def2/J DEFGRID3
* xyz -1 1
C 0.75 -0.06 3.54
C 0.09 -1.45 3.44
C 0.05 -2.08 2.02
N 0.81 -1.36 1.00
Ta -0.38 -0.46 -0.53
F -1.59 -2.11 -0.74
F 0.82 -1.27 -1.99
S -1.94 0.62 1.12
C 1.03 1.33 -0.54
C 2.34 1.15 -1.36
C 3.30 0.15 -0.82
F 3.49 -0.02 0.49
C 4.05 -0.56 -1.62
F 3.67 -1.12 -2.72
F 5.34 -0.74 -1.35
C -1.64 0.46 -2.26
F -1.25 1.79 -2.60
C -3.16 0.32 -2.06
C -3.89 1.63 -1.66
H 1.57 0.09 2.84
H 1.18 0.02 4.54
H -0.01 0.71 3.48
H 0.53 -2.13 4.18
H -0.94 -1.33 3.77
H -1.00 -2.25 1.75
H 0.49 -3.08 2.10
H 1.53 -1.94 0.59
H -1.45 1.81 1.50
H 0.55 2.26 -0.86
H 1.35 1.47 0.50
H 2.11 0.91 -2.39
H 2.87 2.11 -1.34
H -1.38 -0.16 -3.12
H -3.60 -0.04 -3.00
H -3.41 -0.44 -1.32
H -4.30 1.52 -0.66
H -3.25 2.51 -1.64
H -4.75 1.75 -2.31
*
```

=====

Entry 12:
Entry from the Open Molecules 2025 dataset: a molecular structure, C10H19HgNSi at a distorted geometry (ωB97M-V with the def2-TZVPD basis set).

Output
**HOMO level**: 0.675 eV
**Strongest force on any atom**: 0.0523 Eh/bohr
**Molar mass**: 381.9 g/mol

ORCA input file:
```
! RIJCOSX wB97M-V def2-TZVPD def2/J DEFGRID3
* xyz -2 1
C 2.26 -0.64 -2.98
C 1.42 -1.79 -2.79
C 1.81 -2.42 -1.58
C 2.84 -1.63 -0.98
C 3.13 -0.54 -1.85
Hg 1.09 -1.63 1.20
N -0.79 0.33 -0.03
C -2.61 0.07 -1.72
C -2.74 -1.23 -2.03
H 1.36 -3.33 -1.19
H 0.63 -2.13 -3.45
H 3.39 -1.83 -0.06
H 3.92 0.21 -1.70
H 2.27 0.00 -3.85
H -2.15 -1.67 -2.86
H -1.94 0.67 -2.33
H -0.74 0.93 -0.85
H -3.57 -1.84 -1.59
H -3.34 0.61 -1.15
C -1.78 2.35 2.01
Si -0.49 1.06 1.51
C 1.07 1.92 2.22
C -0.72 -0.23 2.90
H -2.15 2.89 1.13
H -1.38 3.08 2.73
H -2.64 1.85 2.48
H 0.75 2.56 3.04
H 1.85 1.26 2.63
H 1.60 2.60 1.53
H -0.45 0.25 3.85
H -1.77 -0.54 2.85
H -0.14 -1.19 2.92
*
```